Run 1
A cluster of 2 separate species, CH3O3 in total. Source: the Open Molecules 2025 dataset; level of theory: ωB97M-V/def2-TZVPD.

Atoms and positions in Å:
O: 1.43723 2.39669 0.50664
H: 0.74015 3.04598 0.51243
O: -0.36052 -2.14271 -0.18993
C: -0.81648 -1.01671 -0.39378
O: -0.40677 0.11404 -0.00185
H: -1.72256 -0.98282 -1.06121
H: 0.92660 1.58413 0.42382

Values from the calculation:
E_LUMO in eV: 4.350
Total charge: -1
HOMO level in eV: -4.16

=====

Run 2
A cluster of 2 separate species, CH3O3 in total. Source: the Open Molecules 2025 dataset; level of theory: ωB97M-V/def2-TZVPD.

Atoms and positions in Å:
O: 0.59672 -1.86082 -1.04731
H: 0.09703 -0.92191 -1.24071
O: -0.28838 1.22818 1.86729
C: -0.49032 1.16633 0.57202
O: -0.70243 0.18632 -0.16490
H: 0.01624 2.03994 0.12133
H: 0.77114 -1.83803 -0.10771

Values from the calculation:
E_LUMO in eV: 4.589
Total charge: -1
HOMO level in eV: -4.15

=====

Run 3
A cluster of 2 separate species, CH3O3 in total. Source: the Open Molecules 2025 dataset; level of theory: ωB97M-V/def2-TZVPD.

Atoms and positions in Å:
O: 0.60538 0.90509 -2.05974
H: 0.37999 0.55701 -1.16955
O: -0.11135 -0.83890 2.47443
C: -0.57792 -0.48118 1.36854
O: -0.00985 0.08487 0.41867
H: -1.68246 -0.63390 1.26053
H: 1.39621 0.40702 -2.29289

Values from the calculation:
E_LUMO in eV: 4.318
Total charge: -1
HOMO level in eV: -4.25

=====

Run 4
A cluster of 2 separate species, CH3O3 in total. Source: the Open Molecules 2025 dataset; level of theory: ωB97M-V/def2-TZVPD.

Atoms and positions in Å:
O: -0.13325 -0.02501 2.27419
C: -0.71418 0.15236 1.24203
O: -0.35155 -0.42044 0.17596
H: -1.62565 0.78692 1.35136
H: 0.51276 0.44977 -1.83540
H: 0.93345 -0.79308 -1.30026
O: 1.37843 -0.15051 -1.90787

Values from the calculation:
E_LUMO in eV: 4.628
Total charge: -1
HOMO level in eV: -4.06

=====

How do the energies compare? Relative to the most stable structure, in eV: run 1 0.059; run 2 0.741; run 3 0.000; run 4 0.638.

=====

Run 1
A cluster of 2 separate species, CH3O3 in total. Source: the Open Molecules 2025 dataset; level of theory: ωB97M-V/def2-TZVPD.

Atoms and positions in Å:
O: -1.52581 -0.06044 1.28107
H: -0.73609 -0.13947 0.58643
O: 0.58790 0.83561 -1.41088
C: 1.01042 -0.10970 -0.78813
O: 0.78952 -0.52320 0.40236
H: 1.58559 -0.89067 -1.34650
H: -1.71154 0.88786 1.27565

Values from the calculation:
E_LUMO in eV: 4.613
Total charge: -1
HOMO level in eV: -4.26

=====

Run 2
A cluster of 2 separate species, CH3O3 in total. Source: the Open Molecules 2025 dataset; level of theory: ωB97M-V/def2-TZVPD.

Atoms and positions in Å:
O: 0.79647 -1.07551 -1.78176
H: 0.31378 -0.39933 -1.25444
H: 1.37932 -0.55443 -2.37927
O: -0.56260 0.84646 0.12891
O: 0.17242 -0.23806 1.99679
C: -0.63240 0.51992 1.32630
H: -1.46698 0.90095 1.96347

Values from the calculation:
E_LUMO in eV: 4.366
Total charge: -1
HOMO level in eV: -3.98

=====

How do the energies compare? Relative to the most stable structure, in eV: run 1 0.134; run 2 0.000.

=====

Run 1
An isolated molecule of C5H6N2O. Source: the Open Molecules 2025 dataset; level of theory: ωB97M-V/def2-TZVPD.

Atoms and positions in Å:
C: -0.10374 -1.54913 0.86892
C: 0.36075 -0.67881 -0.32008
C: 0.93727 -1.01999 -1.45895
N: 1.12845 0.20297 -2.22387
N: 0.75922 1.20078 -1.57693
C: 0.14257 0.76544 -0.39571
C: -0.65286 1.48714 0.50298
O: -0.83631 2.78628 0.48031
H: -1.22745 -1.52215 0.97293
H: 0.47738 -1.13626 1.78504
H: 0.34819 -2.52943 0.78975
H: 1.14198 -2.04143 -1.86202
H: -0.90383 0.87507 1.41067
H: -1.57163 3.15952 1.02694

Values from the calculation:
E_LUMO in eV: -0.280
Total charge: 0
HOMO level in eV: -8.88

=====

Run 2
An isolated molecule of C5H6N2O. Source: the Open Molecules 2025 dataset; level of theory: ωB97M-V/def2-TZVPD.

Atoms and positions in Å:
C: -3.13100 -1.28280 -0.15393
C: -2.15679 -0.59672 0.05868
C: -0.99940 0.19949 0.43313
C: -0.59011 1.40460 -0.29704
N: 0.09269 0.16765 -0.55889
C: 1.37886 0.02722 0.06848
N: 2.21805 -0.69742 -0.53456
O: 3.46815 -0.65040 0.15336
H: -3.92489 -1.98866 -0.41239
H: -0.62805 0.12215 1.46604
H: -1.22901 1.75669 -1.13017
H: -0.07987 2.20799 0.26998
H: 1.60291 0.62616 0.94866
H: 3.97846 -1.29594 -0.31136

Values from the calculation:
E_LUMO in eV: 1.024
Total charge: 0
HOMO level in eV: -9.65

=====

How do the energies compare? Relative to the most stable structure, in eV: run 1 0.000; run 2 2.396.

=====

Run 1
A structure of composition C5H6N2O. Source: the Open Molecules 2025 dataset; level of theory: ωB97M-V/def2-TZVPD.

Atoms and positions in Å:
C: 1.15519 0.47358 -0.04678
C: 0.30311 -1.44813 -0.97454
C: -0.67213 -0.78533 -0.32140
C: -2.00965 -0.44785 0.27593
C: -0.16478 0.41646 0.21598
H: 3.01883 0.92488 0.58334
H: 2.37902 1.97118 -0.57754
H: 0.42015 -2.26360 -1.67285
H: -2.86486 -0.44008 -0.40250
H: -2.26348 -1.00512 1.17338
H: -1.49162 0.97861 1.68716
N: 2.18552 1.33958 0.20533
N: -1.41799 0.89827 0.66919
O: 1.42267 -0.61246 -0.81470

Values from the calculation:
E_LUMO in eV: 0.971
Total charge: 0
HOMO level in eV: -8.04

=====

Run 2
An isolated molecule of C5H6N2O. Source: the Open Molecules 2025 dataset; level of theory: ωB97M-V/def2-TZVPD.

Atoms and positions in Å:
O: 2.32166 -0.58829 -0.44310
C: 1.31515 -0.15293 0.46122
C: 0.97573 1.35445 0.04519
C: -0.48162 0.82874 0.00590
N: -1.83959 1.05115 -0.24454
N: -2.30940 -0.24377 -0.01209
C: -1.35985 -1.17392 0.12257
C: -0.15125 -0.51201 0.16349
H: 2.12427 -1.67763 -0.66524
H: 1.70844 -0.14859 1.46742
H: 1.29310 1.46720 -1.04200
H: 1.30477 2.32592 0.64973
H: -3.23090 -0.32525 -0.50199
H: -1.67051 -2.20508 -0.00655

Values from the calculation:
E_LUMO in eV: 0.668
Total charge: 0
HOMO level in eV: -9.32

=====

How do the energies compare? Relative to the most stable structure, in eV: run 1 0.000; run 2 0.765.

=====

Run 1
An isolated molecule of C5H6N2O. Source: the Open Molecules 2025 dataset; level of theory: ωB97M-V/def2-TZVPD.

Atoms and positions in Å:
C: 0.56888 1.55056 0.15553
C: -0.21524 0.67435 -0.71357
C: -0.00450 -0.79087 -0.92436
C: 0.76491 -1.55097 -0.01736
O: 1.44600 -2.74239 -0.11772
N: 0.19145 -1.03143 1.47007
C: -1.08088 -0.73578 1.11621
N: -1.20455 -0.24332 -0.27220
H: 1.55478 1.42015 -0.55228
H: 0.53560 1.26470 1.40800
H: -0.07480 2.49268 0.06821
H: -0.52045 1.31028 -1.64993
H: -0.20639 -1.15196 -1.82728
H: -1.75481 -0.46599 1.85670

Values from the calculation:
E_LUMO in eV: -0.548
Total charge: 0
HOMO level in eV: -9.81

=====

Run 2
A structure of composition C5H6N2O. Source: the Open Molecules 2025 dataset; level of theory: ωB97M-V/def2-TZVPD.

Atoms and positions in Å:
C: 0.20785 -0.00988 -1.34559
C: -0.16597 -1.27921 -0.62027
C: 0.51145 0.70488 -0.05556
N: 0.83619 -1.12232 0.50667
N: 1.27904 1.67759 0.18458
C: -1.18022 0.74892 0.65756
C: -2.24491 1.12754 1.09659
O: -0.87511 -2.21671 -0.80486
H: 0.74251 -0.95465 1.50152
H: 1.57759 -1.82280 0.44068
H: 2.00740 1.49370 0.87025
H: 1.12161 -0.15574 -1.93661
H: -0.59870 0.41912 -1.93456
H: -3.21875 1.38955 1.43960

Values from the calculation:
E_LUMO in eV: 0.317
Total charge: 0
HOMO level in eV: -8.56

=====

Run 3
A structure of composition C5H6N2O. Source: the Open Molecules 2025 dataset; level of theory: ωB97M-V/def2-TZVPD.

Atoms and positions in Å:
C: 0.95332 0.69726 -0.97434
C: -0.36948 -0.14320 -1.28128
C: -0.90589 -1.06340 1.14887
C: 0.08614 -0.89748 2.17126
C: 0.32064 0.48832 0.48611
H: 0.33432 2.47810 -1.20703
H: 1.90565 0.16886 -0.98406
H: -1.09432 0.74521 -1.67490
H: -0.52001 -1.04679 -2.05588
H: -1.70172 -1.97993 0.90053
H: -0.12966 -1.43851 3.19758
N: -0.74265 -0.19380 0.05908
N: 0.76259 0.23819 1.69496
O: 1.10107 1.94719 -1.48090

Values from the calculation:
E_LUMO in eV: 0.768
Total charge: 0
HOMO level in eV: -8.78

=====

Run 4
A structure of composition C5H6N2O. Source: the Open Molecules 2025 dataset; level of theory: ωB97M-V/def2-TZVPD.

Atoms and positions in Å:
C: 1.78998 -0.41506 0.24850
C: -0.65525 -0.68866 -0.62319
C: 0.43278 0.10470 -0.00154
C: -1.57768 0.47373 -0.06200
C: -0.35344 1.24897 0.51668
N: 2.42657 -1.17246 0.85868
N: -0.70623 -1.80084 -1.11545
O: 1.66206 0.50014 -0.79506
H: -2.17435 0.89312 -0.86518
H: -2.33421 0.22581 0.82167
H: -0.30498 1.67263 1.49605
H: 0.11334 2.12019 0.02657
H: 3.38742 -1.08304 0.68360
H: -1.70601 -2.07925 -1.18932

Values from the calculation:
E_LUMO in eV: 0.721
Total charge: 0
HOMO level in eV: -9.52

=====

How do the energies compare? Relative to the most stable structure, in eV: run 1 1.686; run 2 2.036; run 3 0.169; run 4 0.000.

=====

Run 1
An isolated molecule of C5H6N2O. Source: the Open Molecules 2025 dataset; level of theory: ωB97M-V/def2-TZVPD.

Atoms and positions in Å:
C: -0.01576 2.93880 -0.06596
C: -0.21926 1.74646 -0.30476
C: -0.31293 0.43249 -0.69863
N: -1.36336 0.13858 -1.30508
O: -1.41765 -1.21957 -1.41657
N: 0.66201 -0.51440 -0.31373
C: 1.20579 -0.30750 0.99869
C: 0.46149 -1.61005 0.62579
H: -0.24283 3.93136 0.17767
H: -2.19908 -1.66689 -1.89479
H: 0.58429 0.36949 1.54295
H: 2.22677 -0.17599 1.01966
H: 1.07340 -2.46510 0.35113
H: -0.44290 -1.59768 1.28363

Values from the calculation:
E_LUMO in eV: 0.766
Total charge: 0
HOMO level in eV: -8.81

=====

Run 2
An isolated molecule of C5H6N2O. Source: the Open Molecules 2025 dataset; level of theory: ωB97M-V/def2-TZVPD.

Atoms and positions in Å:
C: 0.45354 2.17144 0.02819
C: -0.19166 0.75320 0.15743
C: -1.63327 0.76483 -0.02697
C: -2.09683 -0.62504 -0.12928
N: -0.96083 -1.38128 0.02643
C: 0.24809 -0.58675 0.18771
N: 1.50425 -1.10916 0.11813
O: 2.46131 -0.38751 -0.24033
H: 0.98067 2.49723 0.86461
H: -0.39492 2.94159 -0.06975
H: 1.24720 2.22661 -0.73872
H: -2.35559 1.51263 -0.34896
H: -3.05118 -1.17241 -0.31205
H: -0.59980 -2.33856 0.21312

Values from the calculation:
E_LUMO in eV: -0.569
Total charge: 0
HOMO level in eV: -8.78

=====

Run 3
A structure of composition C5H6N2O. Source: the Open Molecules 2025 dataset; level of theory: ωB97M-V/def2-TZVPD.

Atoms and positions in Å:
C: -1.68239 -0.13295 0.08169
C: -0.99541 1.19451 -0.43765
C: 0.24417 0.55039 0.45035
C: 1.58232 0.14751 -0.09223
C: 0.11855 -1.62572 -0.04485
H: -1.24553 2.17189 0.05530
H: -0.77464 1.06393 -1.68344
H: 0.67617 1.09036 1.37336
H: 1.99683 0.70761 -1.05473
H: 2.35555 0.33931 0.98231
H: -0.40627 -2.70154 0.28774
N: 1.30583 -1.29540 -0.51965
N: -0.55619 -0.61101 0.79351
O: -2.61901 -0.89890 -0.19171

Values from the calculation:
E_LUMO in eV: 0.491
Total charge: 0
HOMO level in eV: -9.77

=====

Run 4
An isolated molecule of C5H6N2O. Source: the Open Molecules 2025 dataset; level of theory: ωB97M-V/def2-TZVPD.

Atoms and positions in Å:
N: -2.40792 -0.13685 0.23181
C: -1.08857 -0.08548 0.01597
C: -0.35620 1.23533 -0.04684
C: 1.03097 1.22945 -0.08500
C: 1.67780 -0.05908 0.09850
O: 2.98443 -0.16594 0.24113
N: 0.97161 -1.26772 -0.18612
C: -0.35233 -1.23933 -0.03141
H: -2.72967 -1.12217 0.24709
H: -2.98357 0.68222 0.00495
H: -0.74647 2.13275 -0.04178
H: 1.70742 2.03576 -0.27541
H: 3.20956 -1.05833 0.08634
H: -0.91707 -2.18061 -0.25923

Values from the calculation:
E_LUMO in eV: 0.927
Total charge: 0
HOMO level in eV: -7.29

=====

How do the energies compare? Relative to the most stable structure, in eV: run 1 4.705; run 2 2.595; run 3 3.231; run 4 0.000.

=====

Run 1
The ion C6H10N with charge +1. Source: the Open Molecules 2025 dataset; level of theory: ωB97M-V/def2-TZVPD.

Atoms and positions in Å:
C: -0.71247 -1.73471 0.41047
C: -0.74979 -0.33799 -0.16196
C: -1.76079 0.73738 0.21256
C: -0.86229 1.72793 0.26153
N: 0.24830 0.74845 -0.18010
C: 1.57607 0.72843 0.40305
C: -0.14329 0.21492 -1.47666
H: -0.10276 -2.46715 -0.17114
H: -1.61977 -2.39402 0.31535
H: -0.53422 -1.48511 1.45744
H: -2.68574 0.44692 0.69463
H: -0.96702 2.76138 0.35888
H: 2.39850 0.14965 0.00985
H: 2.01644 1.72472 0.20213
H: 1.40454 0.33990 1.49627
H: 0.63416 -0.51559 -1.76579
H: -0.67217 0.79210 -2.27366

Values from the calculation:
E_LUMO in eV: -3.597
Total charge: +1
HOMO level in eV: -14.57

=====

Run 2
A structure of composition C6H10N. Source: the Open Molecules 2025 dataset; level of theory: ωB97M-V/def2-TZVPD.

Atoms and positions in Å:
C: -3.94879 0.85838 0.03164
C: -0.78900 -0.43842 -0.14753
C: 1.00735 -1.10205 -0.20731
C: -2.12857 -0.71239 0.17359
C: 2.06594 1.13338 -0.16281
C: 1.89483 -0.21569 0.57664
N: -3.06850 0.12672 0.02289
H: -4.88090 1.19206 -0.33659
H: -0.54578 0.50866 -0.37957
H: 1.29826 -1.13743 -1.24679
H: 0.89058 -2.15207 -0.01476
H: -2.41182 -1.72708 0.37393
H: 2.06852 0.98596 -1.23616
H: 2.83990 1.79580 0.21441
H: 1.15247 1.63708 0.17612
H: 1.72102 -0.03417 1.55336
H: 2.83447 -0.71875 0.60895

Values from the calculation:
E_LUMO in eV: -5.549
Total charge: +1
HOMO level in eV: -14.60

=====

Run 3
The ion C6H10N with charge +1. Source: the Open Molecules 2025 dataset; level of theory: ωB97M-V/def2-TZVPD.

Atoms and positions in Å:
C: 0.67642 0.41269 2.27940
C: 0.78283 0.03132 0.86912
C: 1.74163 -1.14388 0.58594
C: 0.08449 0.52648 -0.14423
C: -0.52276 1.02752 -1.22472
C: -1.63121 0.65554 -2.06735
N: -2.45950 -0.33419 -1.84829
H: 0.20984 1.47300 2.35889
H: 1.72892 0.51406 2.80436
H: 0.19476 -0.50671 2.82027
H: 1.67239 -1.93373 1.29395
H: 2.88423 -0.89862 0.70373
H: 1.78641 -1.55240 -0.41459
H: 0.11124 1.93322 -1.55090
H: -1.81935 1.28578 -2.81662
H: -2.30722 -0.95207 -1.05624
H: -3.13312 -0.53801 -2.59271

Values from the calculation:
E_LUMO in eV: -5.354
Total charge: +1
HOMO level in eV: -13.63

=====

Run 4
A cluster of 2 separate species, C6H10N in total. Source: the Open Molecules 2025 dataset; level of theory: ωB97M-V/def2-TZVPD.

Atoms and positions in Å:
C: -2.87779 -0.12786 0.44396
C: -3.56788 -0.82824 1.06193
C: -0.75692 0.55950 -0.77808
C: -0.63650 1.98812 -0.38315
C: 0.59352 -0.28001 0.94553
C: -0.30236 -1.63318 -0.91578
N: -0.11453 -0.47652 -0.26593
H: -1.29084 0.24904 -1.72615
H: -1.17193 2.56805 -1.13793
H: 0.35416 2.35438 -0.27785
H: -1.23664 2.15353 0.59050
H: 0.19034 -0.96078 1.68436
H: 1.65031 -0.68566 0.89470
H: 0.65907 0.81231 1.27689
H: 0.26468 -1.91960 -1.84639
H: -0.03665 -2.45787 -0.24290
H: -1.36709 -1.67644 -1.21343

Values from the calculation:
E_LUMO (alpha / beta) in eV: -6.654 / -7.458
Total charge: +1
HOMO level (alpha / beta) in eV: -15.40 / -15.41

=====

How do the energies compare? Relative to the most stable structure, in eV: run 1 1.840; run 2 2.711; run 3 0.000; run 4 7.517.